[1]
{
  "formula": "C6H12O2S",
  "method": "the ωB97M-V functional and the def2-TZVPD basis",
  "symbols": ["C", "C", "C", "C", "C", "C", "H", "H", "H", "H", "H", "H", "H", "H", "H", "H", "H", "H", "O", "O", "S"],
  "coordinates": [[-1.3215, 0.1011, 1.4747], [-1.3607, -1.7974, -0.5757], [-0.4395, 1.0578, -1.0287], [0.7458, 1.5007, -0.1156], [1.9954, 0.5683, -0.2301], [1.5821, -0.8112, 0.1369], [-2.0811, -0.4509, 2.0619], [-0.1652, -0.1605, 1.5011], [-1.3526, 1.2057, 1.8564], [-1.1587, -1.9156, -1.7257], [-2.3337, -2.3325, -0.4348], [-0.6123, -2.2160, 0.1119], [-0.0247, 0.4806, -1.9769], [-0.9475, 1.9609, -1.4419], [0.3831, 1.4245, 1.0154], [0.9947, 2.5690, -0.2920], [2.6306, 0.6095, -1.1121], [2.5980, 0.8622, 0.6808], [1.4887, -1.6263, -0.8775], [1.1742, -1.0521, 1.2715], [-1.7950, 0.0224, -0.2996]],
  "forces_ev_per_a": [[0.4847, 2.1863, 0.6668], [-1.3423, -0.0736, -2.1294], [1.1246, -0.0558, -2.1843], [-0.4965, -0.6576, 1.5335], [0.6471, 1.6665, 2.6113], [-0.7209, -2.7280, -4.7278], [0.7339, -0.0682, -0.4538], [-2.1038, -0.7209, 0.4132], [-0.4813, -1.8135, -0.9709], [0.1620, 0.3359, 2.4161], [0.5481, 0.6531, 0.1173], [0.1762, 0.7350, -0.5255], [-0.9288, 0.8500, 2.0586], [0.0206, -0.7579, 0.4559], [1.1430, 0.5681, -2.6130], [-0.2464, -0.7139, -0.0796], [-0.5064, 0.1637, -0.1881], [-0.0991, 0.1256, -1.1149], [0.4467, 1.4567, 2.0046], [-0.0302, -0.1564, 1.7904], [1.4688, -0.9952, 0.9198]],
  "molar_mass_da": 148.2,
  "lumo_ev": 0.1705,
  "de_lowest_kcal_mol": 79.9,
  "charge": 0,
  "energy_ha": -784.38001
}

---

[2]
{
  "formula": "C6H12O2S2",
  "method": "the ωB97M-V functional and the def2-TZVPD basis",
  "symbols": ["C", "C", "C", "C", "C", "C", "O", "O", "S", "S", "H", "H", "H", "H", "H", "H", "H", "H", "H", "H", "H", "H"],
  "coordinates": [[-0.6032, -0.1135, -2.3809], [0.0122, -0.9947, -1.3180], [-0.9194, 0.9647, -1.2074], [0.0806, 0.1386, -0.3349], [2.6587, -0.5756, 0.5009], [-1.0806, 1.1507, 2.2144], [-0.1229, -1.2769, 1.9275], [-2.1946, -0.6953, 0.8487], [1.7220, 0.8810, 0.0417], [-0.8422, -0.3320, 1.1586], [0.0135, 0.3180, -3.1403], [-1.5186, -0.4087, -2.8293], [-0.5488, -1.7974, -0.8232], [1.0725, -1.4672, -1.6150], [-0.6851, 2.0614, -1.4341], [-1.8200, 0.8009, -0.7545], [2.1262, -1.4199, -0.0588], [2.5273, -0.8384, 1.6052], [3.6747, -0.4739, 0.2584], [-1.9206, 1.6776, 1.9116], [-1.4710, 0.7274, 3.1416], [-0.1608, 1.6732, 2.2877]],
  "forces_ev_per_a": [[-1.6917, 1.7394, 1.6370], [3.2754, -2.1945, -0.5695], [3.9073, 0.8689, -2.3138], [0.2854, 1.2822, 1.0380], [-2.8593, -2.0421, 1.4213], [0.6379, -2.2017, -0.0933], [1.7486, -1.2445, 0.6221], [-0.6676, -0.3430, -1.1276], [-0.8719, 0.2809, -0.2448], [-1.2221, 1.8943, 1.7144], [0.7945, -0.0706, -0.1843], [-0.6953, -0.7123, -0.5105], [-0.3099, -0.0686, -0.9826], [-2.3337, 1.0004, 0.6554], [-0.3433, -1.5751, 0.5108], [-2.7041, 0.0297, 0.4984], [1.3454, 0.9124, 0.7251], [0.2633, 0.5260, -1.4750], [1.2257, 0.1274, -0.5321], [-1.1466, 1.4147, -1.3516], [0.7700, -0.3081, 0.1921], [0.5919, 0.6840, 0.3705]],
  "molar_mass_da": 180.3,
  "smiles": "CSC1(S(C)(=O)=O)CCC1",
  "lumo_ev": 0.6941,
  "de_lowest_kcal_mol": 74.9,
  "charge": 0,
  "energy_ha": -1182.58538
}

---

[3]
{
  "formula": "C6H12O2Si2",
  "method": "the ωB97M-V functional and the def2-TZVPD basis",
  "symbols": ["C", "C", "C", "C", "C", "C", "O", "O", "Si", "Si", "H", "H", "H", "H", "H", "H", "H", "H", "H", "H", "H", "H"],
  "coordinates": [[-2.6387, 1.9077, -0.4426], [-1.9030, 2.9829, -0.8125], [-0.8670, 1.2834, -1.5951], [-1.9803, 0.7732, -0.9945], [1.4509, -0.7917, 2.4221], [2.8649, -1.7123, -0.3475], [-0.8403, 2.5724, -1.4698], [0.2826, -1.4802, -0.1202], [-2.3487, -1.0003, -0.5169], [1.5135, -0.7814, 0.4970], [-3.6262, 2.0180, -0.0855], [-2.0274, 4.1426, -0.6731], [-0.0092, 0.6830, -1.7759], [2.3469, -1.4154, 2.7758], [1.5940, 0.2826, 2.8542], [0.5888, -1.3780, 2.7481], [2.3878, -2.2200, -1.1214], [3.5433, -0.9636, -0.7221], [3.3485, -2.3852, 0.3097], [-2.0001, -1.7820, -1.7203], [-3.1047, -1.4516, 0.6824], [1.4245, 0.7159, 0.1081]],
  "forces_ev_per_a": [[-0.2766, 1.1745, -0.7362], [-1.6297, 2.8564, 1.1855], [-0.3541, -2.6918, 0.8606], [-1.5064, -1.2346, 1.4272], [2.3992, 0.4618, 0.1422], [0.6587, 1.7567, 1.0690], [2.2631, 1.7176, -1.1094], [-5.3945, -1.1792, -1.4308], [4.3286, 0.9156, -0.8842], [0.2495, 1.8202, 1.5650], [-0.7070, -0.2443, 0.7605], [0.2821, -2.7680, -0.3664], [0.8038, 0.2516, -0.8236], [-1.0069, 0.9321, -0.2726], [-0.6592, -2.0552, -0.5009], [-0.1934, 0.6054, 0.1315], [-0.6545, -0.8594, -1.3816], [0.7060, -0.0184, -0.3476], [0.7311, -0.7412, 0.5944], [-0.6848, -0.5137, 0.4821], [0.0846, 0.2498, -0.5119], [0.5606, -0.4360, 0.1475]],
  "molar_mass_da": 172.3,
  "lumo_ev": [-1.3187, -1.3186],
  "de_lowest_kcal_mol": 36.8,
  "charge": 0,
  "energy_ha": -965.16750
}

---

[4]
{
  "formula": "C6H12O3",
  "method": "the ωB97M-V functional and the def2-TZVPD basis",
  "symbols": ["C", "C", "O", "O", "H", "H", "H", "H", "H", "H", "C", "C", "C", "C", "O", "H", "H", "H", "H", "H", "H"],
  "coordinates": [[-0.1638, 1.2562, 1.0896], [0.2315, 0.7275, 2.4600], [-0.7971, 2.4911, 1.1493], [1.0405, 1.3090, 0.2915], [0.8556, 1.7110, -0.5631], [-0.1992, 3.1268, 1.5643], [-0.8673, 0.5742, 0.5354], [-0.6568, 0.6442, 3.0886], [0.7075, -0.2483, 2.3608], [0.9427, 1.4141, 2.9220], [1.2786, -1.5800, -1.0975], [0.5131, -0.4652, -1.7535], [-1.0237, -0.5633, -1.6837], [-1.7226, -1.5269, -1.1095], [1.0224, 0.3291, -2.5174], [-1.5071, 0.1703, -2.3189], [0.9370, -2.5502, -1.4402], [2.3338, -1.4651, -1.3092], [1.1439, -1.5059, -0.0020], [-2.8004, -1.5488, -1.1582], [-1.2687, -2.3000, -0.5083]],
  "forces_ev_per_a": [[0.3432, -0.8595, -1.0858], [-0.1341, -0.0031, -0.4150], [-0.1391, 0.3422, -0.0805], [-0.3111, 0.0661, 0.9715], [-0.2038, 0.0616, -0.0449], [-0.0091, -0.0934, 0.0128], [0.3774, 0.6778, 0.8965], [0.0977, -0.0120, -0.0482], [-0.0215, 0.0215, 0.0623], [0.0049, 0.0034, 0.0078], [0.2407, 0.6055, 0.9590], [-1.1001, -1.0819, -1.0967], [1.0790, 0.4277, -0.5714], [0.0271, 0.0045, 0.3868], [-0.2374, 0.0205, 0.5881], [-0.0753, 0.1677, 0.1599], [-0.1518, -0.0982, -0.0596], [0.1536, 0.0281, -0.0774], [0.0126, -0.1922, -0.4453], [-0.1114, 0.0078, -0.1617], [0.1582, -0.0940, 0.0417]],
  "molar_mass_da": 132.2,
  "smiles": "C=CC(C)=O.CC(O)O",
  "lumo_ev": 0.3722,
  "de_lowest_kcal_mol": 39.9,
  "charge": 0,
  "energy_ha": -461.50234
}

---

[5]
{
  "formula": "C6H12O3",
  "method": "the ωB97M-V functional and the def2-TZVPD basis",
  "symbols": ["C", "C", "C", "C", "C", "C", "O", "O", "O", "H", "H", "H", "H", "H", "H", "H", "H", "H", "H", "H", "H"],
  "coordinates": [[0.2737, 0.6393, 0.3943], [0.2914, -0.6517, -0.2331], [0.7006, 1.8600, -0.3895], [0.4822, -1.8559, 0.6221], [0.5131, -0.8089, -1.6966], [-1.5247, 0.7848, 0.6930], [0.8670, 0.5992, 1.6759], [-1.8597, -0.3925, -0.3206], [-2.0167, 1.8812, 0.4707], [0.5056, 1.1810, 2.3527], [-2.4064, -1.0563, 0.1307], [-1.6669, 0.2948, 1.6796], [1.7640, 1.8346, -0.6321], [0.1212, 1.9664, -1.3048], [0.4731, 2.7415, 0.2100], [0.2490, -2.7738, 0.0847], [1.5367, -1.9037, 0.9176], [-0.0955, -1.7890, 1.5426], [0.1211, -1.7570, -2.0611], [0.0747, 0.0054, -2.2654], [1.5965, -0.7993, -1.8707]],
  "forces_ev_per_a": [[0.0434, 0.2235, 0.4117], [0.1927, 0.7600, 0.5450], [-0.2929, -0.0678, -0.0167], [-0.1399, -0.0147, -0.0937], [-0.3623, 0.0689, 0.0564], [-0.3168, -0.4506, -0.5270], [0.6523, -0.7170, 0.1888], [-0.1356, -0.0941, 0.0735], [0.3973, -0.6043, -0.1489], [-0.4710, 0.2408, -0.5553], [-0.0872, 0.4204, -0.1281], [0.5511, 0.0365, 0.0303], [0.0198, 0.0157, 0.0674], [-0.0208, -0.0394, -0.0234], [0.0788, -0.0199, 0.0024], [-0.0919, 0.0324, -0.0136], [-0.0453, 0.1353, 0.0115], [0.0540, 0.0313, -0.0034], [-0.0041, 0.0192, 0.0341], [0.0047, 0.0036, -0.0048], [-0.0263, 0.0200, 0.0935]],
  "molar_mass_da": 132.2,
  "lumo_ev": [-0.1985, -0.1982],
  "de_lowest_kcal_mol": 85.7,
  "charge": 0,
  "energy_ha": -461.42944
}

---

[6]
{
  "formula": "C6H12O4",
  "method": "the ωB97M-V functional and the def2-TZVPD basis",
  "symbols": ["O", "O", "C", "C", "C", "H", "H", "H", "H", "H", "H", "O", "O", "C", "C", "C", "H", "H", "H", "H", "H", "H"],
  "coordinates": [[1.3640, 0.2069, -4.3416], [3.0664, 0.4333, -2.8794], [1.7331, -0.0615, -3.0500], [2.1771, 1.3233, -4.7742], [3.0685, 1.6288, -3.5950], [1.6087, -1.1544, -2.9246], [0.9461, 0.4376, -2.4526], [1.4892, 2.1061, -5.1476], [2.7747, 0.9627, -5.6334], [2.7608, 2.4084, -2.8718], [4.0726, 1.8992, -3.9745], [-1.3707, -1.1105, 4.7837], [-2.0696, -1.4878, 2.6817], [-1.6659, -2.0746, 3.8860], [-2.2123, -0.0623, 4.3635], [-2.9989, -0.4632, 3.0745], [-2.5286, -2.6193, 4.3157], [-0.8556, -2.8091, 3.7146], [-1.5135, 0.7450, 4.0713], [-2.7682, 0.2808, 5.2571], [-3.0931, 0.3729, 2.3551], [-3.9847, -0.9623, 3.1415]],
  "forces_ev_per_a": [[0.4448, 0.7588, -1.8008], [-0.7299, -1.6688, 0.5067], [-0.5730, -0.5424, 0.6580], [-1.0773, -0.3621, -1.2366], [0.5503, 1.2449, 0.1775], [0.8174, 0.5026, 0.3785], [0.8262, 0.1449, 0.7757], [0.5351, -0.0798, 0.4258], [-0.1915, 0.2497, 0.3836], [-0.2920, 0.1298, -0.7756], [-0.3105, -0.3780, 0.5086], [0.5238, 0.8623, 0.2140], [0.2311, 0.1403, -1.1771], [-0.9124, -2.9243, -0.6804], [-0.3960, 2.7878, 0.8515], [0.7864, -0.9208, 0.8603], [-0.0510, -0.3786, -0.3230], [-0.1735, 0.7156, -0.0502], [-0.5786, -0.0298, 0.0947], [-0.1684, -0.1099, -0.6715], [0.4712, -0.6339, 0.2651], [0.2678, 0.4916, 0.6152]],
  "molar_mass_da": 148.2,
  "smiles": "C1COCO1.C1COCO1",
  "lumo_ev": 0.8606,
  "de_lowest_kcal_mol": 80.7,
  "charge": 0,
  "energy_ha": -536.67652
}